i) Molecular formula: C4H6O
Method: DFT, wB97M-V/def2-TZVPD

As for the HOMO-LUMO gap: 9.7 eV. The calculation puts the HOMO energy at -8.61 eV. The value obtained for the molecular weight is 70.09 g/mol. Its SMILES is C1O[C@H]2C[C@@H]12. Its charge is 0.

Geometry (Å):
C (0.066, 1.045, -0.810)
C (-0.603, 0.195, 0.613)
C (-0.343, -1.299, 0.465)
O (0.947, -1.027, -0.134)
C (0.834, 0.361, 0.194)
H (-0.094, 2.112, -0.617)
H (0.138, 0.754, -1.849)
H (-1.402, 0.812, 0.128)
H (-1.064, -1.877, -0.113)
H (-0.143, -1.872, 1.393)
H (1.664, 0.796, 0.731)

---

ii) Molecular formula: C4H6O
Method: DFT, wB97M-V/def2-TZVPD

As for the HOMO-LUMO gap: 10.6 eV. The calculation puts the HOMO energy at -9.43 eV. The value obtained for the molecular weight is 70.09 g/mol. Its charge is 0.

Geometry (Å):
C (-1.206, -0.389, -0.135)
C (0.008, -0.119, 0.726)
C (1.304, -0.244, -0.054)
O (0.748, 0.498, -1.161)
C (-0.398, 0.828, -0.379)
H (-2.119, -0.210, 0.431)
H (-1.263, -1.181, -0.875)
H (-0.122, -0.137, 1.799)
H (1.670, -1.245, -0.312)
H (2.127, 0.344, 0.373)
H (-0.749, 1.856, -0.412)

---

iii) Molecular formula: C4H6O
Method: DFT, wB97M-V/def2-TZVPD

As for the HOMO-LUMO gap: 11.0 eV. The calculation puts the HOMO energy at -10.02 eV. The value obtained for the molecular weight is 70.09 g/mol. Its charge is 0.

Geometry (Å):
C (0.360, -1.623, -0.084)
O (-0.470, -0.661, 0.541)
C (0.020, 0.623, 0.489)
C (0.191, 1.123, -1.158)
C (-0.742, 1.832, -0.708)
H (0.512, -1.379, -1.140)
H (-0.151, -2.582, 0.020)
H (1.336, -1.675, 0.419)
H (-0.557, 1.194, 1.226)
H (1.072, 0.712, 0.782)
H (-1.572, 2.435, -0.389)

---

iv) Molecular formula: C4H6O
Method: DFT, wB97M-V/def2-TZVPD

As for the HOMO-LUMO gap: 10.5 eV. The calculation puts the HOMO energy at -9.54 eV. The value obtained for the molecular weight is 70.09 g/mol. Its charge is 0.

Geometry (Å):
O (-2.195, 0.069, 0.501)
C (-1.108, 0.027, -0.004)
C (-0.050, 1.121, -0.235)
C (0.920, 0.021, 0.286)
C (-0.147, -1.114, -0.097)
H (0.087, 1.441, -1.274)
H (-0.233, 2.003, 0.395)
H (1.125, 0.179, 1.353)
H (1.693, -0.465, -0.267)
H (-0.310, -1.999, 0.522)
H (0.015, -1.448, -1.141)

---

The computed energies, referenced to the most stable structure and given in kJ/mol, are i) 305.3; ii) 93.4; iii) 335.4; iv) 0.0.

---

i) Molecular formula: C4H6O
Method: DFT, wB97M-V/def2-TZVPD

As for the HOMO-LUMO gap: 11.1 eV. The calculation puts the HOMO energy at -10.30 eV. The value obtained for the molecular weight is 70.09 g/mol. Its charge is 0.

Geometry (Å):
C (-1.582, 0.257, 0.179)
O (-0.361, 0.254, 0.898)
C (0.674, -0.468, 0.328)
C (0.912, 0.104, -1.583)
C (1.722, 0.371, -0.637)
H (-1.469, 0.716, -0.811)
H (-2.286, 0.841, 0.777)
H (-1.985, -0.760, 0.050)
H (1.395, -0.678, 1.118)
H (0.342, -1.435, -0.068)
H (2.638, 0.797, -0.251)

---

ii) Molecular formula: C4H6O
Method: DFT, wB97M-V/def2-TZVPD

As for the HOMO-LUMO gap: 11.2 eV. The calculation puts the HOMO energy at -9.99 eV. The value obtained for the molecular weight is 70.09 g/mol. Its SMILES is C1C[C@H]2O[C@@H]12. Its charge is 0.

Geometry (Å):
C (0.952, -0.329, 0.312)
C (0.325, 0.414, -0.915)
C (-1.045, 0.243, -0.265)
O (-1.268, -1.135, 0.087)
C (-0.449, -0.335, 0.925)
H (1.689, 0.229, 0.902)
H (1.368, -1.321, 0.103)
H (0.623, 1.469, -0.874)
H (0.493, -0.015, -1.905)
H (-1.956, 0.844, -0.302)
H (-0.732, -0.064, 1.932)

---

iii) Molecular formula: C4H6O
Method: DFT, wB97M-V/def2-TZVPD

As for the HOMO-LUMO gap: 11.0 eV. The calculation puts the HOMO energy at -9.85 eV. The value obtained for the molecular weight is 70.09 g/mol. Its SMILES is O=CC1CC1. Its charge is 0.

Geometry (Å):
O (-1.031, 1.921, 1.509)
C (-0.614, 1.287, 0.572)
C (0.151, 0.017, 0.632)
C (-0.340, -1.058, -0.317)
C (0.893, -0.293, -0.644)
H (-0.775, 1.631, -0.479)
H (0.547, -0.271, 1.602)
H (-0.252, -2.089, 0.011)
H (-1.247, -0.846, -0.878)
H (1.864, -0.773, -0.598)
H (0.806, 0.473, -1.411)

---

iv) Molecular formula: C4H6O
Method: DFT, wB97M-V/def2-TZVPD

As for the HOMO-LUMO gap: 10.5 eV. The calculation puts the HOMO energy at -9.73 eV. The value obtained for the molecular weight is 70.09 g/mol. Its SMILES is O=C1CCC1. Its charge is 0.

Geometry (Å):
C (0.674, 0.013, 0.074)
C (-0.361, -1.100, 0.186)
C (-1.465, -0.052, -0.276)
C (-0.415, 1.114, 0.188)
H (-0.116, -2.073, -0.417)
H (-0.500, -1.340, 1.339)
H (-1.525, -0.063, -1.528)
H (-2.609, -0.075, 0.187)
H (-0.365, 2.057, -0.554)
H (-0.582, 1.484, 1.274)
O (1.887, 0.020, -0.168)

---

The computed energies, referenced to the most stable structure and given in kJ/mol, are i) 350.2; ii) 111.3; iii) 0.0; iv) 103.0.

---

i) Molecular formula: C4H6O
Method: DFT, wB97M-V/def2-TZVPD

As for the HOMO-LUMO gap: 10.7 eV. The calculation puts the HOMO energy at -9.82 eV. The value obtained for the molecular weight is 70.09 g/mol. Its SMILES is CC#CCO. Its charge is 0.

Geometry (Å):
C (0.543, -0.702, 0.211)
C (-0.227, 0.173, 0.021)
C (1.520, -1.777, 0.419)
C (-1.433, 1.146, -0.290)
O (-1.037, 2.315, -0.934)
H (1.234, -2.217, 1.302)
H (2.399, -1.259, 0.390)
H (1.597, -2.383, -0.442)
H (-2.036, 1.324, 0.600)
H (-2.156, 0.777, -0.983)
H (-0.404, 2.605, -0.293)

---

ii) Molecular formula: C4H6O
Method: DFT, wB97M-V/def2-TZVPD

As for the HOMO-LUMO gap: 10.3 eV. The calculation puts the HOMO energy at -9.13 eV. The value obtained for the molecular weight is 70.09 g/mol. Its charge is 0.

Geometry (Å):
C (0.721, 0.540, -0.754)
C (0.459, 0.132, 0.660)
C (-1.098, 0.119, 0.569)
O (-1.102, -1.220, 0.030)
C (0.242, -0.973, -0.283)
H (1.680, 0.447, -1.243)
H (0.281, 1.525, -0.986)
H (1.068, 0.256, 1.547)
H (-1.294, 0.725, -0.325)
H (-1.776, 0.283, 1.406)
H (0.819, -1.834, -0.622)

---

The computed energies, referenced to the most stable structure and given in kJ/mol, are i) 0.0; ii) 92.0.

---

i) Molecular formula: C7H7NO3
Method: DFT, wB97M-V/def2-TZVPD

As for the HOMO-LUMO gap: 8.1 eV. The calculation puts the HOMO energy at -8.89 eV. The value obtained for the molecular weight is 153.14 g/mol. Its SMILES is C=C(Cc1ccco1)[N+](=O)[O-]. Its charge is 0.

Geometry (Å):
C (1.848, -0.641, -1.571)
C (1.375, 0.587, -1.170)
C (0.912, -1.590, -1.328)
C (0.093, 0.357, -0.737)
C (0.003, 0.148, 2.100)
C (-0.877, 0.985, 1.547)
C (-0.976, 1.195, -0.192)
N (-1.635, 1.860, 2.296)
O (-1.635, 1.743, 3.521)
O (-2.310, 2.683, 1.636)
O (-0.197, -1.023, -0.822)
H (2.861, -0.966, -2.157)
H (1.889, 1.616, -1.148)
H (1.070, -2.636, -1.357)
H (-0.061, 0.151, 3.183)
H (0.690, -0.303, 1.423)
H (-0.876, 2.211, -0.417)
H (-1.914, 0.848, -0.460)

---

ii) Molecular formula: C7H7NO3
Method: DFT, wB97M-V/def2-TZVPD

As for the HOMO-LUMO gap: 7.7 eV. The calculation puts the HOMO energy at -8.23 eV. The value obtained for the molecular weight is 153.14 g/mol. Its charge is 0.

Geometry (Å):
C (-2.075, -1.036, -0.386)
C (-0.829, -0.512, -0.159)
C (-0.581, 0.863, -0.047)
C (0.733, 1.329, -0.117)
C (1.836, 0.535, -0.095)
C (1.443, -0.779, 0.047)
C (0.203, -1.265, -0.015)
H (-4.069, 1.345, 1.183)
H (-2.100, -2.176, -0.428)
H (-1.503, 1.335, 0.049)
H (0.687, 2.467, -0.285)
H (3.178, 1.767, 0.200)
H (3.477, -0.996, 0.025)
H (0.310, -2.450, 0.063)
N (-3.229, -0.590, -0.254)
O (-3.164, 0.807, 0.221)
O (3.134, 0.852, -0.293)
O (2.547, -1.496, 0.293)

---

The computed energies, referenced to the most stable structure and given in kJ/mol, are i) 0.0; ii) 173.0.

---

i) Molecular formula: C6H14N2
Method: DFT, wB97M-V/def2-TZVPD

As for the HOMO-LUMO gap: 8.7 eV. The calculation puts the HOMO energy at -7.78 eV. The value obtained for the molecular weight is 114.19 g/mol. Its SMILES is CC/C(=C\N)CCN. Its charge is 0.

Geometry (Å):
C (0.617, -0.708, -2.042)
C (0.435, 0.479, -1.079)
C (-0.006, 0.063, 0.307)
C (0.909, 0.065, 1.285)
N (0.756, -0.212, 2.644)
C (-1.485, -0.111, 0.546)
C (-2.229, 1.221, 0.696)
N (1.938, -1.327, -2.036)
H (-0.119, -1.501, -1.928)
H (0.440, -0.337, -3.045)
H (1.398, 0.993, -1.045)
H (-0.204, 1.250, -1.521)
H (1.950, 0.198, 1.018)
H (-0.120, -0.565, 2.984)
H (1.589, -0.556, 3.087)
H (-1.923, -0.705, -0.257)
H (-1.553, -0.631, 1.494)
H (-3.213, 1.210, 0.243)
H (-1.719, 2.041, 0.164)
H (-2.185, 1.551, 1.712)
H (2.657, -0.614, -2.077)
H (2.068, -1.803, -1.148)

---

ii) Molecular formula: C6H14N2
Method: DFT, wB97M-V/def2-TZVPD

As for the HOMO-LUMO gap: 3.8 eV. The calculation puts the HOMO energy at -6.69 eV. The value obtained for the molecular weight is 114.19 g/mol. Its charge is 0.

Geometry (Å):
C (2.441, -1.500, 0.361)
N (2.191, -0.654, -0.829)
C (1.891, 0.664, -0.475)
C (0.466, 0.889, 0.101)
C (-0.598, 0.723, -1.029)
C (-1.984, 0.806, -0.546)
C (-2.729, -0.373, -0.203)
N (-2.415, -1.633, -0.386)
H (3.390, -2.014, 0.138)
H (2.524, -0.914, 1.272)
H (1.690, -2.283, 0.463)
H (1.887, 1.168, -1.448)
H (2.686, 1.107, 0.150)
H (0.200, 0.039, 0.743)
H (0.286, 1.836, 0.612)
H (-0.407, 1.477, -1.814)
H (-0.485, -0.288, -1.461)
H (-2.413, 1.646, -0.016)
H (-3.614, -0.259, 0.414)
H (-1.990, 0.441, 2.565)
H (-1.694, -1.650, -1.115)
H (-1.323, 0.772, 2.503)

---

The computed energies, referenced to the most stable structure and given in kJ/mol, are i) 0.0; ii) 631.1.

---

i) Molecular formula: C6H14N2
Method: DFT, wB97M-V/def2-TZVPD

As for the HOMO-LUMO gap: 9.3 eV. The calculation puts the HOMO energy at -8.25 eV. The value obtained for the molecular weight is 114.19 g/mol. Its SMILES is N/C=C/N.C=CCC. Its charge is 0.

Geometry (Å):
C (0.830, 1.672, 0.989)
C (0.946, 2.775, 0.271)
N (-0.180, 3.356, -0.398)
N (1.882, 0.997, 1.623)
H (-0.164, 1.263, 1.125)
H (1.921, 3.254, 0.150)
H (-0.144, 3.166, -1.392)
H (-0.183, 4.359, -0.269)
H (2.639, 0.721, 1.015)
H (1.573, 0.193, 2.148)
C (-0.045, -0.667, -1.381)
C (-0.959, -1.134, -0.245)
C (-1.281, -2.596, -0.386)
C (-1.180, -3.469, 0.602)
H (-0.409, -1.054, -2.336)
H (0.030, 0.414, -1.460)
H (0.959, -1.062, -1.227)
H (-1.871, -0.533, -0.241)
H (-0.474, -1.007, 0.723)
H (-1.614, -2.941, -1.361)
H (-1.420, -4.513, 0.450)
H (-0.856, -3.192, 1.600)

---

ii) Molecular formula: C6H14N2
Method: DFT, wB97M-V/def2-TZVPD

As for the HOMO-LUMO gap: 9.5 eV. The calculation puts the HOMO energy at -8.88 eV. The value obtained for the molecular weight is 114.19 g/mol. Its SMILES is [H]/N=C/N=C\C.CCC. Its charge is 0.

Geometry (Å):
C (1.401, 0.862, -0.904)
C (0.046, -0.845, 0.820)
C (1.232, 2.072, -0.038)
C (-0.893, -0.680, 2.012)
C (-0.090, -2.205, 0.147)
N (-1.393, 0.673, -1.149)
C (-0.577, 0.809, -2.137)
N (0.741, 0.611, -1.983)
H (2.340, 0.326, -0.797)
H (1.070, -0.737, 1.181)
H (-2.374, 0.636, -1.406)
H (-0.459, -0.062, 0.036)
H (-0.880, 0.965, -3.177)
H (1.942, 2.839, -0.357)
H (1.454, 1.820, 0.998)
H (0.225, 2.475, -0.105)
H (-0.745, 0.286, 2.495)
H (-1.932, -0.747, 1.690)
H (0.116, -3.023, 0.841)
H (-1.102, -2.333, -0.239)
H (-0.722, -1.453, 2.765)
H (0.599, -2.288, -0.693)

---

The computed energies, referenced to the most stable structure and given in kJ/mol, are i) 0.0; ii) 46.4.

---

i) Molecular formula: C6H14N2
Method: DFT, wB97M-V/def2-TZVPD

As for the HOMO-LUMO gap: 8.6 eV. The calculation puts the HOMO energy at -7.68 eV. The value obtained for the molecular weight is 114.19 g/mol. Its SMILES is C/C(=C/N)CCCN. Its charge is 0.

Geometry (Å):
C (0.188, -1.787, -1.321)
C (0.930, -1.294, -0.100)
C (-0.094, -0.611, 0.895)
N (1.525, 1.741, 1.390)
C (0.214, 1.858, 0.996)
C (-0.501, 0.788, 0.550)
C (-1.884, 1.087, 0.176)
N (0.260, -0.981, -2.538)
H (0.530, -2.824, -1.662)
H (-0.781, -2.227, -1.099)
H (1.700, -0.579, -0.414)
H (1.378, -2.114, 0.416)
H (0.330, -0.523, 1.929)
H (-0.940, -1.295, 0.977)
H (1.822, 0.832, 1.724)
H (1.838, 2.398, 2.091)
H (-0.195, 2.858, 0.897)
H (-2.343, 0.950, -0.818)
H (-2.222, 2.102, 0.374)
H (-2.671, 0.513, 0.789)
H (1.213, -0.754, -2.773)
H (-0.298, -0.138, -2.478)

---

ii) Molecular formula: C6H14N2
Method: DFT, wB97M-V/def2-TZVPD

As for the HOMO-LUMO gap: 8.1 eV. The calculation puts the HOMO energy at -7.09 eV. The value obtained for the molecular weight is 114.19 g/mol. Its SMILES is CNCC(N)=C(C)C. Its charge is 0.

Geometry (Å):
C (-0.918, -0.427, 0.990)
C (-2.644, -0.453, -0.735)
C (2.726, 0.170, -0.137)
C (0.884, 1.860, 0.202)
N (-1.879, 0.329, 0.203)
C (0.367, -0.576, 0.209)
C (1.261, 0.426, 0.107)
N (0.588, -1.852, -0.317)
H (-2.442, 1.016, 0.756)
H (1.224, -1.888, -1.098)
H (-0.229, -2.418, -0.416)
H (-0.718, 0.120, 1.913)
H (-1.304, -1.429, 1.250)
H (-3.322, 0.190, -1.279)
H (-3.220, -1.263, -0.260)
H (-1.964, -0.911, -1.453)
H (2.999, -0.864, 0.064)
H (3.320, 0.824, 0.502)
H (2.989, 0.406, -1.173)
H (0.691, 2.271, -0.790)
H (1.668, 2.458, 0.669)
H (-0.077, 2.008, 0.795)

---

The computed energies, referenced to the most stable structure and given in kJ/mol, are i) 27.8; ii) 0.0.

---

i) Molecular formula: C6H14N2
Method: DFT, wB97M-V/def2-TZVPD

As for the HOMO-LUMO gap: 8.5 eV. The calculation puts the HOMO energy at -7.48 eV. The value obtained for the molecular weight is 114.19 g/mol. Its charge is 0.

Geometry (Å):
C (-1.136, -0.169, -0.066)
C (-1.601, -0.562, 1.319)
C (-2.236, 0.493, -0.884)
C (3.153, -0.545, 0.172)
N (2.024, 0.275, -0.216)
C (1.010, 0.540, 0.615)
N (-0.609, -1.257, -0.777)
C (0.056, 1.463, 0.152)
H (2.197, 0.856, -1.044)
H (0.100, -1.763, -0.263)
H (-0.265, -1.011, -1.697)
H (-2.479, -1.211, 1.237)
H (-0.819, -1.092, 1.857)
H (-1.869, 0.320, 1.896)
H (-3.035, -0.232, -1.061)
H (-1.865, 0.826, -1.854)
H (-2.653, 1.349, -0.361)
H (2.855, -1.154, 1.025)
H (4.017, 0.064, 0.463)
H (3.462, -1.200, -0.650)
H (-0.558, 1.959, 0.897)
H (0.250, 2.052, -0.761)

---

ii) Molecular formula: C6H14N2
Method: DFT, wB97M-V/def2-TZVPD

As for the HOMO-LUMO gap: 7.3 eV. The calculation puts the HOMO energy at -6.58 eV. The value obtained for the molecular weight is 114.19 g/mol. Its charge is 0.

Geometry (Å):
C (0.540, -0.335, -2.070)
C (2.163, 0.400, 1.108)
C (1.070, 0.675, 0.088)
N (0.575, -0.440, -0.632)
H (1.330, 1.552, -0.523)
H (-0.436, -0.701, -2.418)
H (1.320, -0.936, -2.548)
H (0.638, 0.699, -2.445)
H (3.070, 0.110, 0.577)
H (2.390, 1.277, 1.723)
H (1.880, -0.434, 1.753)
C (-1.213, -1.374, 1.043)
C (-1.078, -0.185, 0.121)
N (-0.282, 1.003, 0.798)
C (-2.158, 0.239, -0.617)
H (-0.287, 0.971, 1.820)
H (-0.721, 1.877, 0.510)
H (-1.433, -2.254, 0.440)
H (-0.282, -1.580, 1.572)
H (-2.021, -1.230, 1.764)
H (-2.977, -0.441, -0.801)
H (-2.089, 1.107, -1.263)

---

The computed energies, referenced to the most stable structure and given in kJ/mol, are i) 0.0; ii) 47.4.